Record 1
Molecular formula: C4H3NO3
Method: DFT, ωB97M-V/def2-TZVPD

Element x y z (Å)
N: -2.16 -1.21 -0.82
C: -1.81 -0.11 -0.52
C: -1.15 1.04 0.26
O: -1.61 2.02 0.76
C: 0.39 0.85 -0.28
O: 1.05 1.71 -0.89
C: 1.02 -0.48 -0.13
O: 0.38 -1.15 0.92
H: 0.92 -1.24 -1.02
H: 2.10 -0.45 0.05
H: 0.88 -0.98 1.67

The calculation puts the HOMO-LUMO gap at 9.043 eV. Its LUMO energy is -1.46 eV. The HOMO energy comes out at -10.50 eV. The SMILES is N#CC(=O)C(=O)CO.

Atomic partial charges in e from the natural (NBO) method, atoms 1 to 6:
1. N -0.21
2. C 0.13
3. C 0.47
4. O -0.40
5. C 0.46
6. O -0.47

***

Record 2
Molecular formula: C4H3NO3
Method: DFT, ωB97M-V/def2-TZVPD

Element x y z (Å)
O: 1.98 -1.56 -1.41
C: 1.22 -0.93 -0.80
C: -0.12 -0.50 -1.21
C: -0.93 0.16 -0.41
C: -0.36 0.59 0.90
O: -1.21 1.20 1.68
N: 0.90 0.44 1.27
O: 1.68 -0.27 0.37
H: -0.50 -0.85 -2.21
H: -1.89 0.39 -0.72
H: -0.78 1.32 2.55

The calculation puts the HOMO-LUMO gap at 9.375 eV. Its LUMO energy is -0.26 eV. The HOMO energy comes out at -9.63 eV. The SMILES is O=c1ccc(O)no1.

Atomic partial charges in e from the natural (NBO) method, atoms 1 to 6:
1. O -0.52
2. C 0.72
3. C -0.26
4. C -0.21
5. C 0.45
6. O -0.64

***

Record 3
Molecular formula: C4H3NO3S
Method: DFT, ωB97M-V/def2-TZVPD

Element x y z (Å)
O: 2.72 2.02 -0.24
C: 1.99 1.89 0.78
O: 1.67 2.70 1.75
C: 1.10 0.65 1.03
S: 1.27 -1.07 0.51
C: -0.08 0.11 0.05
C: -1.45 0.21 0.70
N: -2.24 -0.67 0.37
O: -3.68 -0.59 0.46
H: 0.88 0.79 2.07
H: -0.19 0.29 -1.00
H: -1.47 1.12 1.50

The calculation puts the HOMO-LUMO gap at 5.504 eV. Its LUMO energy is 5.62 eV. As for the total charge: -2. The HOMO energy comes out at 0.12 eV. The SMILES is O=C([O-])[C@@H]1S[C@H]1/C=N/[O-].

Atomic partial charges in e from the natural (NBO) method, atoms 1 to 6:
1. O -0.77
2. C 0.75
3. O -0.81
4. C -0.42
5. S 0.00
6. C -0.28

***

Record 4
Molecular formula: C4H3NOS2
Method: DFT, ωB97M-V/def2-TZVPD

Element x y z (Å)
O: 2.39 -1.57 -0.32
C: 1.44 -0.93 0.08
N: 0.00 -1.53 0.05
C: -0.97 -0.37 0.06
S: -2.50 -0.33 -0.12
C: -0.18 0.78 0.78
S: 0.64 1.79 -0.47
C: 1.26 0.49 0.61
H: -0.15 -2.37 -0.41
H: -0.56 1.28 1.61
H: 2.04 0.99 1.35

The calculation puts the HOMO-LUMO gap at 8.739 eV. Its LUMO energy is -0.43 eV. The HOMO energy comes out at -9.17 eV. The SMILES is O=C1NC(=S)[C@@H]2S[C@H]12.

Atomic partial charges in e from the natural (NBO) method, atoms 1 to 6:
1. O -0.51
2. C 0.70
3. N -0.65
4. C 0.00
5. S 0.11
6. C -0.36

***

Record 5
Molecular formula: C4H3NOS2
Method: DFT, ωB97M-V/def2-TZVPD

Element x y z (Å)
N: 1.54 -1.93 0.67
C: 0.51 -1.24 0.37
C: -0.25 -0.19 -0.01
S: -1.85 -0.75 -0.72
C: 0.45 0.69 -1.11
S: 1.03 1.97 0.18
C: 0.15 0.91 1.24
O: -0.13 1.20 2.42
H: -2.17 -1.83 0.30
H: 1.09 -0.04 -1.55
H: -0.38 1.20 -1.78

The calculation puts the HOMO-LUMO gap at 9.441 eV. Its LUMO energy is -0.46 eV. The HOMO energy comes out at -9.90 eV. The SMILES is N#C[C@]1(S)CSC1=O.

Atomic partial charges in e from the natural (NBO) method, atoms 1 to 6:
1. N -0.26
2. C 0.22
3. C -0.38
4. S 0.03
5. C -0.48
6. S 0.29

***

Record 6
Molecular formula: C4H3NS
Method: DFT, ωB97M-V/def2-TZVPD

Element x y z (Å)
S: 3.78 -0.22 -0.07
C: 2.07 0.12 -0.03
C: 1.02 -0.76 -0.09
C: -0.17 -0.07 -0.03
C: 0.24 1.29 0.01
N: 1.52 1.45 -0.01
H: 1.23 -1.75 0.14
H: -1.07 -0.49 0.24
H: -0.47 2.05 0.19

The calculation puts the HOMO-LUMO gap (spin up / spin down) at 6.928 / 6.923 eV. Its LUMO energy (spin up / spin down) is -2.55 / -2.55 eV. The HOMO energy (spin up / spin down) comes out at -9.48 / -9.47 eV. The SMILES is S=C1C=CC=N1.

Atomic partial charges in e from the natural (NBO) method, atoms 1 to 6:
1. S 0.14
2. C 0.06
3. C -0.27
4. C -0.21
5. C 0.09
6. N -0.45

***

Record 7
Molecular formula: C4H3NS
Method: DFT, ωB97M-V/def2-TZVPD

Element x y z (Å)
S: -0.06 -0.09 -1.93
C: -0.08 -0.07 -0.30
C: 1.18 -0.17 0.49
C: 0.83 -0.01 1.75
C: -0.74 0.23 1.72
N: -1.20 0.20 0.50
H: 2.18 -0.33 -0.01
H: 1.35 0.05 2.69
H: -1.36 0.41 2.65

The calculation puts the HOMO-LUMO gap at 7.481 eV. Its LUMO energy is -1.67 eV. The HOMO energy comes out at -9.15 eV. The SMILES is S=C1C=CC=N1.

Atomic partial charges in e from the natural (NBO) method, atoms 1 to 6:
1. S 0.14
2. C 0.00
3. C -0.26
4. C -0.24
5. C 0.13
6. N -0.46

***

Record 8
Molecular formula: C4H3O2
Method: DFT, ωB97M-V/def2-TZVPD

Element x y z (Å)
C: 1.44 -0.18 -0.78
C: 0.99 0.86 -0.14
C: -1.68 -0.67 1.13
C: -0.12 0.19 -0.76
O: -2.71 -0.59 0.57
O: -1.00 -1.10 2.02
H: 2.38 -0.67 -1.17
H: 1.27 1.55 0.76
H: -0.58 0.62 -1.62

The calculation puts the HOMO-LUMO gap at 5.659 eV. Its LUMO energy is 4.35 eV. As for the total charge: -1. The HOMO energy comes out at -1.31 eV.

Atomic partial charges in e from the natural (NBO) method, atoms 1 to 6:
1. C -0.30
2. C -0.25
3. C 0.96
4. C -0.60
5. O -0.64
6. O -0.66

***

Record 9
Molecular formula: C4H3O2
Method: DFT, ωB97M-V/def2-TZVPD

Element x y z (Å)
C: 2.16 0.02 1.18
C: 1.36 -0.03 0.24
C: -2.33 -0.22 -0.10
C: 0.66 0.01 -0.98
O: -2.15 -0.11 1.07
O: -2.68 -0.36 -1.25
H: 2.44 0.35 2.17
H: -0.27 -0.61 -0.91
H: 0.81 0.96 -1.42

The calculation puts the HOMO-LUMO gap at 4.822 eV. Its LUMO energy is 3.42 eV. As for the total charge: -1. The HOMO energy comes out at -1.40 eV.

Atomic partial charges in e from the natural (NBO) method, atoms 1 to 6:
1. C -0.59
2. C 0.01
3. C 1.04
4. C -0.92
5. O -0.53
6. O -0.55

***

Record 10
Molecular formula: C4H3O2
Method: DFT, ωB97M-V/def2-TZVPD

Element x y z (Å)
C: 1.46 0.35 -0.03
C: 4.46 -0.34 -0.50
C: 2.48 0.98 0.10
C: 0.02 0.03 -0.02
O: 4.15 -1.25 0.20
O: 3.71 1.23 0.12
H: -0.55 0.88 -0.24
H: -0.23 -0.25 0.95
H: -0.28 -0.86 -0.75

The calculation puts the HOMO-LUMO gap at 7.299 eV. Its LUMO energy is 4.27 eV. As for the total charge: -1. The HOMO energy comes out at -3.03 eV.

Atomic partial charges in e from the natural (NBO) method, atoms 1 to 6:
1. C -0.38
2. C 0.42
3. C 0.36
4. C -0.62
5. O -0.64
6. O -0.71

***

Record 11
Molecular formula: C4H3O3
Method: DFT, ωB97M-V/def2-TZVPD

Element x y z (Å)
C: -0.49 -0.67 -0.08
C: -0.81 0.51 0.16
C: 1.43 -0.58 -0.35
C: -1.44 1.69 0.31
O: 2.03 -1.70 0.15
O: 2.13 0.20 -0.89
O: -0.75 -1.92 -0.43
H: -1.54 2.25 1.21
H: -1.86 2.30 -0.64
H: 1.29 -2.07 0.58

The calculation puts the HOMO-LUMO gap at 7.610 eV. Its LUMO energy is 4.11 eV. As for the total charge: -1. The HOMO energy comes out at -3.50 eV.

Atomic partial charges in e from the natural (NBO) method, atoms 1 to 6:
1. C 0.31
2. C -0.17
3. C 0.68
4. C -0.48
5. O -0.72
6. O -0.64

***

Record 12
Molecular formula: C4H3O4
Method: DFT, ωB97M-V/def2-TZVPD

Element x y z (Å)
O: -0.88 0.39 1.77
C: 0.29 0.24 1.59
O: 1.14 -0.54 2.00
C: 0.81 1.50 0.58
O: 0.83 0.55 -0.57
C: 0.05 -0.50 -0.86
C: -0.94 -0.94 -1.49
O: -1.63 -2.09 -1.83
H: 0.02 2.12 0.73
H: 1.80 1.76 0.78
H: -1.49 -2.49 -2.69

The calculation puts the HOMO-LUMO gap at 6.828 eV. Its LUMO energy is 3.29 eV. As for the total charge: -1. The HOMO energy comes out at -3.54 eV. The SMILES is O=C([O-])COC#CO.

Atomic partial charges in e from the natural (NBO) method, atoms 1 to 6:
1. O -0.75
2. C 0.79
3. O -0.76
4. C -0.25
5. O -0.53
6. C 0.27